[1]
DFT (ωB97M-V/def2-TZVPD) results for a single C17H27N3O2S molecule.

```
50
C17H27N3O2S | the OMol25 dataset | ωB97M-V/def2-TZVPD
H 2.80 -0.02 -2.23
C -3.22 1.08 -0.10
C -4.38 -0.99 -0.89
N -2.01 0.53 -0.31
H 1.08 4.06 -1.09
C 1.65 3.29 -0.58
C 1.33 3.30 0.92
H 2.19 -0.03 1.30
C 4.16 -2.87 0.53
C 1.62 0.76 0.81
C 2.42 -0.30 -1.24
H -5.35 -1.18 -1.33
C 1.88 2.05 1.60
H 2.97 2.15 1.68
C 4.74 -0.87 -0.21
H -0.14 0.69 -2.06
H -1.02 2.11 0.47
H 1.47 1.96 2.60
C -3.74 -4.24 0.70
H -3.63 -1.19 -1.66
H -1.96 -0.35 -0.80
C 5.21 -2.01 0.48
C -0.75 1.20 -0.07
H 1.83 1.99 -2.26
H 2.71 3.52 -0.71
H -5.18 0.82 -0.16
N 2.16 0.94 -0.52
H -5.02 -1.98 0.94
C 3.44 -1.12 -0.54
H -3.27 -1.64 0.87
H 4.05 -3.85 0.95
H 6.19 -2.16 0.88
H -3.57 -5.17 0.17
S -3.42 2.56 0.61
H 5.29 0.02 -0.44
H -2.87 -4.02 1.34
H 1.79 4.19 1.37
H 0.11 -0.71 0.41
C -0.08 1.56 -1.40
H 0.26 3.39 1.08
H -0.24 0.29 1.82
C 0.14 0.32 0.80
N -4.32 0.39 -0.48
H 1.52 -0.93 -1.39
H -4.63 -4.34 1.34
H -0.62 2.38 -1.87
C 1.41 1.93 -1.25
O 3.08 -2.34 -0.08
O -3.92 -3.24 -0.27
C -4.14 -1.97 0.28
```

E_LUMO in eV: 0.543
Kohn-Sham gap in eV: 8.562
Highest occupied orbital energy in eV: -8.0
SMILES: COCCNC(=S)N[C@@H]1C[C@H]2CCC[C@@H](C1)N2Cc1ccco1
Energy above the lowest of the compared OMol25 structures with the same formula, charge and spin in eV: 1.0095

=====

[2]
DFT (ωB97M-V/def2-TZVPD) results for 2 unconnected molecules or ions with the total composition C3H6N3S3 in a non-equilibrium geometry.

```
15
C3H6N3S3 | the OMol25 dataset | ωB97M-V/def2-TZVPD
C -0.26 -1.26 -0.49
N 1.83 -0.56 0.19
H -0.36 0.67 1.12
N 0.96 -1.54 -0.03
S -3.45 -0.61 0.72
H -0.84 -2.15 -0.61
H -2.73 -0.02 1.68
H -0.51 0.35 -1.95
C 0.12 1.01 0.15
C -0.63 0.16 -0.89
H -1.64 0.38 -0.72
N 1.59 0.74 -0.07
S 3.31 -1.14 0.70
H -0.02 2.07 -0.03
S 2.63 1.90 0.22
```

E_LUMO (alpha / beta) in eV: 1.520 / 1.459
Kohn-Sham gap (alpha / beta) in eV: 4.926 / 4.859
Charge: -1
Highest occupied orbital energy (alpha / beta) in eV: -3.4 / -3.4
Energy above the lowest of the compared OMol25 structures with the same formula, charge and spin in eV: 0.0000

=====

[3]
DFT (ωB97M-V/def2-TZVPD) results for 2 unconnected molecules or ions with the total composition C6H4N2O in a non-equilibrium geometry.

```
13
C6H4N2O | the OMol25 dataset | ωB97M-V/def2-TZVPD
N 2.40 -1.74 0.67
H -0.96 0.84 -2.16
C -0.19 0.26 1.06
C -0.85 0.59 -1.20
C 1.34 1.38 -0.17
H 0.22 0.49 1.97
O 2.34 1.88 0.10
H -1.59 -1.23 1.40
N 2.49 -1.74 -0.45
H -2.33 -0.92 -1.22
C -1.32 -0.45 0.80
C 0.14 0.95 -0.21
C -1.69 -0.31 -0.60
```

E_LUMO in eV: 0.483
Kohn-Sham gap in eV: 9.249
Highest occupied orbital energy in eV: -8.8
SMILES: O=C=C1C=CC=C1.N#N
Energy above the lowest of the compared OMol25 structures with the same formula, charge and spin in eV: 0.8077

=====

[4]
DFT (ωB97M-V/def2-TZVPD) results for a single C9H11N3 molecule in a non-equilibrium geometry.

```
23
C9H11N3 | the OMol25 dataset | ωB97M-V/def2-TZVPD
H 2.75 -0.04 -1.97
N -1.34 -0.07 0.12
H 1.03 1.94 -0.60
C 2.10 -0.74 1.22
H 3.87 -0.58 -0.01
C 0.10 0.16 0.13
H 0.52 2.18 1.17
C -3.24 -0.68 0.59
N -2.01 -0.67 1.09
C 0.74 -0.22 -1.17
C 2.19 -0.25 -1.14
H 0.37 0.46 -1.99
H 2.72 -0.86 2.18
H 0.14 -0.97 2.15
H -4.14 -0.12 -1.28
C -3.29 -0.15 -0.68
H 0.39 -1.20 -1.43
C 0.26 1.79 0.18
C 0.80 -0.55 1.40
H -0.69 2.03 -0.24
N -2.05 0.26 -0.95
H -3.99 -1.33 1.18
C 2.76 -0.40 0.06
```

E_LUMO in eV: 0.596
Kohn-Sham gap in eV: 9.098
Highest occupied orbital energy in eV: -8.5
SMILES: C[C@]1(n2nccn2)C=CC=CC1
Energy above the lowest of the compared OMol25 structures with the same formula, charge and spin in eV: 3.7767

=====

[5]
DFT (ωB97M-V/def2-TZVPD) results for a single C4H6O4 molecule in a non-equilibrium geometry.

```
14
C4H6O4 | the OMol25 dataset | ωB97M-V/def2-TZVPD
C 0.71 -0.26 0.85
H -2.10 1.25 0.44
C -1.42 0.44 0.38
O 2.47 0.60 -0.77
H -1.90 -0.53 0.49
H 0.34 -0.75 -2.04
C -0.39 -0.79 -1.25
H 1.18 -0.65 1.78
H -1.17 -1.54 -1.33
C 1.81 0.76 0.26
H 1.48 1.68 0.92
O -0.90 0.46 -0.96
O -0.38 0.57 1.31
O 0.29 -1.24 -0.10
```

E_LUMO in eV: 0.657
Kohn-Sham gap in eV: 10.204
Highest occupied orbital energy in eV: -9.5
SMILES: O=CC1OCOCO1
Energy above the lowest of the compared OMol25 structures with the same formula, charge and spin in eV: 3.5177

=====

[6]
DFT (ωB97M-V/def2-TZVPD) results for a gas-phase ion, C11H21N2O (charge +1) in a non-equilibrium geometry.

```
35
C11H21N2O | the OMol25 dataset | ωB97M-V/def2-TZVPD
C 2.37 0.07 0.90
C 1.78 -0.11 -1.34
N -0.42 -0.95 0.60
H -0.76 -0.81 2.67
H 1.61 2.57 0.47
H -3.31 1.44 -0.11
H 1.42 2.56 -1.33
H 3.37 0.51 1.20
C 1.46 0.24 -2.75
H -2.94 0.52 2.19
H 1.08 -0.73 -3.07
H -3.69 -0.31 0.25
N 2.10 0.76 -0.38
H 1.66 0.33 1.62
C 2.08 -1.39 0.48
H -1.99 -1.71 1.80
H -1.77 -2.06 -0.71
H 2.20 0.66 -3.36
H -1.29 0.98 -0.81
C -1.08 -1.13 -0.63
H -2.46 0.11 -1.93
H -0.31 -1.34 -1.40
C -1.86 0.12 -0.90
H 0.77 -1.89 1.98
H 0.52 -2.88 0.56
H 2.90 -2.23 0.63
O 1.93 -1.35 -1.01
C 0.71 -1.86 0.91
C -2.88 0.37 0.21
H 0.58 0.85 -2.68
C 2.03 2.16 -0.47
H -1.46 1.29 1.67
C -2.13 0.42 1.52
H 3.11 2.67 -0.52
C -1.36 -0.88 1.71
```

E_LUMO in eV: -2.982
Kohn-Sham gap in eV: 9.269
Charge: +1
Highest occupied orbital energy in eV: -12.3
SMILES: CC1=[N+](C)C[C@@H](CN2CCCCC2)O1
Energy above the lowest of the compared OMol25 structures with the same formula, charge and spin in eV: 1.9463

=====

[7]
DFT (ωB97M-V/def2-TZVPD) results for a single C2H4N2S3 molecule in a non-equilibrium geometry.

```
11
C2H4N2S3 | the OMol25 dataset | ωB97M-V/def2-TZVPD
N 1.92 1.07 -0.48
H -1.17 -2.92 0.44
C -0.52 0.42 0.06
S -2.21 0.43 0.42
S -0.19 -2.20 -0.42
H -2.23 -0.53 1.26
N 0.18 -0.72 0.46
S 1.84 -0.30 0.62
H 2.18 0.81 -1.40
C 0.18 1.49 -0.44
H 0.02 2.47 -0.51
```

E_LUMO in eV: 0.288
Kohn-Sham gap in eV: 8.678
Highest occupied orbital energy in eV: -8.4
SMILES: SC1=CNSN1S
Energy above the lowest of the compared OMol25 structures with the same formula, charge and spin in eV: 3.4955

=====

[8]
DFT (ωB97M-V/def2-TZVPD) results for 6 unconnected molecules or ions with the total composition C42H51BBrF5N3O2S in a non-equilibrium geometry.

```
106
C42H51BBrF5N3O2S | the OMol25 dataset | ωB97M-V/def2-TZVPD
C 0.76 -1.53 -6.34
H -8.85 -2.12 -0.36
C -3.07 2.10 6.00
C -0.61 1.75 2.10
C 2.87 -6.01 -4.97
O -1.64 -0.74 -2.81
H 3.61 -1.38 -8.17
H -0.23 0.79 -0.54
H -1.65 1.11 8.91
H 9.39 2.44 -7.51
H -9.82 -0.16 1.61
C 0.01 3.20 13.38
C 3.23 -4.88 -5.70
C -6.38 0.85 0.79
C -1.35 2.88 11.44
C 0.33 4.58 11.43
F -2.35 2.22 10.82
C 8.93 -0.20 -5.43
H 0.59 -0.96 -4.27
C -9.71 -1.44 -0.17
F -2.01 3.02 4.10
B -1.98 -0.59 -1.42
C 1.24 -1.05 -5.13
H -9.22 0.69 0.11
H 3.54 -7.58 -3.68
C -1.02 2.52 12.74
H -3.86 1.25 7.81
C 0.56 -2.20 -1.06
C 2.57 -0.69 -5.03
H -0.78 2.26 -1.38
F 3.03 -0.22 -3.86
H -2.26 1.79 -3.02
F 6.28 -0.80 -7.82
C 0.68 4.23 12.73
C -0.94 -2.69 -1.02
H -10.12 -1.06 -1.14
C 3.83 -6.71 -4.25
C 4.55 -4.45 -5.70
C -2.91 1.68 -2.15
C 7.88 0.93 -7.74
C 3.43 -0.80 -6.11
H -0.30 3.30 0.59
H -0.29 -1.81 -6.44
C 2.95 -1.29 -7.32
H 10.33 1.43 -5.46
C 0.62 0.79 1.98
H 0.44 -0.06 1.28
H 4.84 -3.57 -6.26
H -0.98 -3.53 -0.27
H 1.84 -6.35 -4.97
H 9.35 -0.64 -4.53
H 1.22 -2.93 -0.53
H 0.87 -2.18 -2.13
H -4.37 0.24 -2.86
H 0.73 -1.21 -0.58
C -4.67 0.97 -0.91
H -10.49 -2.04 0.35
C -1.92 2.52 5.35
H -2.33 -1.25 -3.26
H -0.30 2.56 2.80
F 6.77 -4.74 -4.99
H -1.19 -3.16 -2.00
H 0.85 5.38 10.92
H 0.76 0.32 2.99
H -0.97 4.15 9.76
H -1.55 1.72 13.23
C -1.01 1.58 -0.52
H 1.48 4.76 13.23
H 0.38 1.88 7.74
C 8.96 1.53 -7.11
C 5.15 -6.28 -4.25
C -1.73 1.51 7.91
C 9.49 0.97 -5.95
C 7.85 -0.79 -6.05
H -7.06 1.73 0.93
N -4.27 1.08 -2.29
Br -7.22 0.87 -2.02
H 7.46 1.35 -8.64
C -0.58 1.94 7.25
N -3.55 0.99 0.02
C -2.41 0.89 -0.89
S -7.40 -0.63 1.19
N -5.95 0.89 -0.64
C 1.61 -1.65 -7.44
H 0.29 2.93 14.39
H -3.13 2.69 -1.71
H 1.55 1.35 1.73
H 7.40 -1.69 -5.65
C -9.16 -0.24 0.72
H -4.02 2.18 5.50
H 5.91 -6.81 -3.70
C -0.69 3.89 10.78
H 2.48 -4.34 -6.27
H 4.46 -0.50 -6.00
H -5.54 1.00 1.50
H -1.48 1.27 2.60
C 5.49 -5.15 -4.98
C 7.33 -0.22 -7.20
H -3.73 1.90 0.47
H 1.23 -2.03 -8.38
O -1.89 -1.71 -0.58
C -2.97 1.59 7.29
C -1.03 2.47 0.77
H 0.20 2.77 5.42
H -2.01 2.97 0.96
C -0.68 2.44 5.96
```

E_LUMO in eV: -4.033
Kohn-Sham gap in eV: 6.420
Charge: +1
Highest occupied orbital energy in eV: -10.5

=====

[9]
DFT (ωB97M-V/def2-TZVPD) results for a molecular structure, C13H29AsCl8F6NO2 in a non-equilibrium geometry.

```
60
C13H29AsCl8F6NO2 | the OMol25 dataset | ωB97M-V/def2-TZVPD
F 2.75 -1.14 0.46
C 5.52 0.86 0.23
C -0.36 -1.83 5.02
Cl -0.71 -4.70 -3.27
C -1.30 3.82 -0.26
H 4.35 2.90 1.24
C 4.77 1.94 -0.51
C -0.22 -0.63 -4.24
O 0.91 3.19 0.48
H -3.28 -1.63 0.28
F 1.82 -1.30 2.68
As 1.15 -1.27 1.09
N 4.09 2.82 0.28
C -0.25 -0.43 5.59
Cl -1.34 -0.09 6.95
H 3.43 3.49 -0.07
H 6.47 0.68 -0.26
O 4.82 2.06 -1.73
F -0.43 -1.49 1.79
H -2.44 -3.58 -0.23
H 0.52 4.52 -1.09
F 1.30 -3.00 1.00
H -2.65 -3.10 -1.89
Cl 1.26 -0.77 -5.24
H -0.48 0.27 4.79
C 0.32 2.51 -1.75
H -1.59 1.02 -3.79
H 1.34 2.14 -1.82
H -0.31 -3.56 -1.29
C -3.71 0.51 0.45
C 0.17 3.58 -0.66
H -0.73 -5.30 -1.01
H 0.83 2.23 0.53
H -1.29 4.81 0.21
H 0.44 -1.95 4.30
H -0.27 1.62 -1.48
Cl -2.07 0.30 -6.03
H 0.10 -0.69 -3.21
Cl -4.82 -1.35 2.06
C -3.43 -0.85 1.03
H 5.77 1.18 1.24
Cl -2.67 0.81 -0.98
H 4.93 -0.06 0.24
F 0.46 -1.27 -0.51
H -4.73 0.57 0.09
Cl -3.57 -5.26 -1.38
C -2.39 -3.95 -1.25
H 0.00 2.88 -2.73
H -3.56 1.32 1.15
C -1.02 0.61 -4.61
H 0.77 -0.27 5.93
H -2.55 -0.89 1.67
H -0.32 1.37 -4.95
F 0.98 0.45 1.13
C -0.98 -4.38 -1.52
H -1.34 -2.04 4.61
H -1.62 3.10 0.49
H -0.82 -1.51 -4.50
Cl -0.01 -3.03 6.33
H -2.00 3.77 -1.09
```

E_LUMO in eV: 2.274
Kohn-Sham gap in eV: 9.664
Charge: -1
Highest occupied orbital energy in eV: -7.4

=====

[10]
DFT (ωB97M-V/def2-TZVPD) results for 2 unconnected molecules or ions with the total composition C8H7OS in a non-equilibrium geometry.

```
17
C8H7OS | the OMol25 dataset | ωB97M-V/def2-TZVPD
C -0.44 1.05 -0.59
H 2.03 -0.67 1.11
O -0.93 -0.89 4.30
H -0.91 -1.03 -1.73
H -0.84 1.78 -1.27
S 1.80 -0.83 4.48
C -0.95 0.82 0.92
H -1.76 1.43 1.42
C -0.51 -0.46 -0.89
C 1.37 0.13 0.76
C 0.26 -0.89 4.20
C 0.10 -0.07 1.48
H -1.62 -1.52 0.91
C -1.08 -0.67 0.65
C 0.82 0.16 -0.72
H 1.42 0.60 -1.59
H 1.80 1.07 0.95
```

E_LUMO in eV: 3.251
Kohn-Sham gap in eV: 5.159
Charge: -1
Highest occupied orbital energy in eV: -1.9
Energy above the lowest of the compared OMol25 structures with the same formula, charge and spin in eV: 2.0342

=====

[11]
DFT (ωB97M-V/def2-TZVPD) results for 2 unconnected molecules or ions with the total composition C2H5ClS.

```
9
C2H5ClS | the OMol25 dataset | ωB97M-V/def2-TZVPD
H -3.07 1.29 0.61
H 4.06 0.99 -0.13
H 2.40 1.82 0.06
C 2.98 0.91 -0.04
C 2.41 -0.28 -0.06
S -3.05 0.14 -0.08
H -1.74 -0.05 0.15
H 2.96 -1.21 -0.17
Cl 0.70 -0.52 0.08
```

E_LUMO in eV: 0.965
Kohn-Sham gap in eV: 10.590
Highest occupied orbital energy in eV: -9.6
SMILES: C=CCl.S
Energy above the lowest of the compared OMol25 structures with the same formula, charge and spin in eV: 0.4383

=====

[12]
DFT (ωB97M-V/def2-TZVPD) results for a single C20H20FN3O6 molecule in a non-equilibrium geometry.

```
50
C20H20FN3O6 | the OMol25 dataset | ωB97M-V/def2-TZVPD
C -0.05 1.20 -1.73
N 0.05 2.16 0.51
O 1.68 -3.97 3.33
H -2.28 2.66 -7.11
C -1.70 1.23 -5.57
H -2.12 0.27 -5.80
C -0.84 -4.92 2.31
O 0.88 4.21 -3.46
F -2.65 -2.32 -0.28
C 0.38 3.11 -3.32
H -0.33 -5.60 2.98
H 1.42 3.74 0.77
H 1.09 2.89 3.06
C -0.40 -3.60 2.24
C -2.06 -3.18 0.58
H -1.35 0.74 -0.05
C -1.76 2.43 -6.21
H -3.35 -4.79 0.03
H 0.68 0.43 -1.45
C -0.99 3.32 -5.43
O -0.95 1.31 -4.46
H 1.74 -0.90 5.05
C 0.79 -3.20 3.06
O -0.22 0.40 1.88
C -0.51 2.59 -4.36
H 2.06 3.78 -1.67
H 0.03 4.08 -0.27
H 2.36 2.18 2.01
C -2.52 -4.48 0.66
H -0.79 4.36 -5.61
H 2.31 2.15 -0.96
H -1.59 2.36 -0.75
H -2.24 -6.37 1.60
H 2.74 -2.01 4.04
H -0.68 -1.70 1.25
C -1.90 -5.35 1.53
C 1.57 2.91 -1.23
C 2.21 -0.12 3.10
N 0.68 2.35 -2.22
C 0.35 1.45 1.60
C -1.01 -2.72 1.36
C 0.77 3.32 0.01
O 2.76 -0.21 2.03
C -0.85 1.60 -0.48
N 0.75 -1.92 3.50
C 1.43 1.99 2.55
O 1.64 1.01 3.55
H -0.71 0.79 -2.48
H 0.03 -1.29 3.17
C 1.93 -1.27 4.05
```

E_LUMO in eV: 0.530
Kohn-Sham gap in eV: 9.682
Highest occupied orbital energy in eV: -9.2
SMILES: O=C(CNC(=O)c1cccc(F)c1)OCC(=O)N1CCN(C(=O)c2ccco2)CC1
Energy above the lowest of the compared OMol25 structures with the same formula, charge and spin in eV: 0.0142

=====

[13]
DFT (ωB97M-V/def2-TZVPD) results for a single C4H7NO2 molecule.

```
14
C4H7NO2 | the OMol25 dataset | ωB97M-V/def2-TZVPD
H 0.45 -2.25 -0.12
O 0.91 2.16 -0.56
C -0.40 1.35 1.44
H -0.24 1.76 2.43
N 0.07 0.19 1.11
H 1.24 0.71 -1.95
O -1.36 -1.74 -0.99
H -1.83 -1.56 -0.17
C 0.81 0.99 -0.97
H 0.50 -1.56 -1.75
H 0.56 -0.35 1.82
H -1.02 1.87 0.72
C 0.29 -0.10 -0.25
C 0.02 -1.47 -0.77
```

E_LUMO (alpha / beta) in eV: 0.114 / 0.113
Kohn-Sham gap (alpha / beta) in eV: 7.929 / 7.928
Highest occupied orbital energy (alpha / beta) in eV: -7.8 / -7.8
Energy above the lowest of the compared OMol25 structures with the same formula, charge and spin in eV: 3.1695

=====

[14]
DFT (ωB97M-V/def2-TZVPD) results for a single C20H26F3N3O2 molecule.

```
54
C20H26F3N3O2 | the OMol25 dataset | ωB97M-V/def2-TZVPD
H 0.98 1.50 -2.03
H -3.00 0.68 1.85
H 4.66 -1.78 2.13
H 0.77 3.14 -1.44
N -2.44 1.49 0.03
H 3.19 1.10 -2.27
H 4.91 0.31 0.84
C 4.14 -0.41 0.57
O -1.52 2.97 -1.38
F -0.19 -2.54 0.00
C 1.43 3.34 1.17
C -3.13 -0.84 0.30
C 1.04 2.12 -1.14
O 3.76 2.69 1.07
H 4.36 1.65 -1.04
C -5.92 -1.93 1.23
H -2.53 -1.16 -0.55
C 2.99 -2.47 1.00
C -2.44 0.38 0.96
H -5.11 -2.47 1.72
C 2.30 -1.03 -0.82
H -1.44 0.11 1.27
C -5.49 -0.52 0.85
H 1.69 3.73 2.15
C 2.66 2.70 0.55
C -4.43 0.61 -1.05
H -6.36 0.01 0.44
C 0.02 1.65 -0.09
N -4.47 -0.55 -0.18
H -6.20 -2.48 0.33
N 2.38 2.09 -0.63
F 1.05 -4.29 0.21
H -6.77 -1.90 1.90
H 0.06 0.56 -0.04
C 3.30 -0.13 -0.50
H 2.86 -3.37 1.57
H -3.85 0.33 -1.94
H 1.63 -0.85 -1.65
H -0.55 2.71 1.72
C -3.78 1.84 -0.41
H 0.70 1.49 1.96
H -3.70 2.65 -1.12
H -5.45 0.85 -1.37
F 0.86 -3.32 -1.71
C 0.34 2.26 1.28
H -5.18 0.02 1.76
C 2.14 -2.19 -0.07
H -3.17 -1.66 1.01
H -4.36 2.17 0.46
C 0.99 -3.09 -0.39
H 1.08 4.16 0.55
C 3.38 1.20 -1.20
C -1.38 2.09 -0.55
C 4.00 -1.57 1.30
```

E_LUMO in eV: 0.647
Kohn-Sham gap in eV: 8.908
Highest occupied orbital energy in eV: -8.3
SMILES: CCN1CCN(C(=O)[C@@H]2CCC(=O)N(Cc3cccc(C(F)(F)F)c3)C2)CC1

=====

Let's list energy in order: -1376.901084; -1476.640775; -415.738479; -513.701213; -456.891633; -616.196381; -1382.543637; -5441.881810; -7234.771315; -782.303993; -937.542097; -1489.752068; -361.764382; -1392.118916 hartree.